67
Properties=species:S:1:pos:R:3 method="wB97M-V/def2-TZVPD" lumo_ha=0.0782 charge=-1
C -1.42 0.55 -0.40
C -0.38 0.38 0.71
C 1.00 -0.16 0.23
C 2.13 0.86 0.43
N 3.04 0.55 1.55
S 2.30 0.20 3.03
O 1.83 -1.17 2.95
O 3.39 0.39 3.98
O 1.23 1.17 3.20
H -2.27 -0.12 -0.22
H -1.84 1.55 -0.41
H -1.03 0.36 -1.40
H -0.19 1.36 1.14
H -0.73 -0.26 1.51
H 0.92 -0.33 -0.85
H 1.25 -1.12 0.67
H 2.75 0.84 -0.47
H 1.73 1.88 0.48
H 3.55 1.41 1.77
C 3.82 7.66 4.56
O 2.92 6.80 5.25
C 2.74 5.61 4.66
O 3.26 5.27 3.63
O 1.89 4.91 5.39
C 1.59 3.58 4.89
H 3.88 8.58 5.13
H 4.81 7.21 4.49
H 3.44 7.88 3.56
H 2.48 2.97 4.85
H 1.13 3.63 3.90
H 0.88 3.15 5.59
C -6.33 -1.18 -0.54
O -4.97 -1.15 -0.11
C -4.72 -1.80 1.03
O -5.52 -2.38 1.71
O -3.42 -1.67 1.28
C -2.96 -2.30 2.47
H -6.36 -0.61 -1.46
H -6.66 -2.20 -0.74
H -6.98 -0.71 0.20
H -3.13 -3.37 2.43
H -3.45 -1.87 3.34
H -1.89 -2.10 2.53
C 6.03 -0.82 -2.85
O 5.37 -1.97 -3.39
C 4.13 -2.14 -2.91
O 3.58 -1.43 -2.11
O 3.61 -3.24 -3.46
C 2.30 -3.53 -2.99
H 7.01 -0.79 -3.32
H 5.49 0.09 -3.10
H 6.14 -0.90 -1.77
H 1.61 -2.73 -3.25
H 2.30 -3.70 -1.92
H 1.98 -4.45 -3.49
C -4.98 -1.63 -5.98
O -3.68 -1.62 -5.39
C -3.58 -2.37 -4.29
O -4.46 -3.02 -3.79
O -2.34 -2.28 -3.82
C -2.13 -3.07 -2.65
H -4.92 -0.99 -6.85
H -5.26 -2.64 -6.29
H -5.72 -1.23 -5.29
H -2.27 -4.12 -2.87
H -2.80 -2.76 -1.85
H -1.10 -2.91 -2.33